# C13H21FeNS8Sb

A structure of composition C13H21FeNS8Sb (ωB97M-V with the def2-TZVPD basis set, OMol25).

E_tot in hartree: -5252.04390
Lowest unoccupied orbital energy in eV: -3.304
Charge: +1
HOMO-LUMO gap in eV: 6.1

Geometry (Å):
Fe  -0.11830  0.20019  1.12277
C  2.65364  0.48767  2.93881
C  2.82694  1.55287  1.86205
S  1.94173  1.24242  0.30520
C  2.90666  -0.13260  -0.39502
C  2.54837  -1.52090  0.12943
S  0.75480  -1.63407  0.03147
C  0.30560  -3.08789  0.99958
C  -1.15872  -2.90915  1.38615
S  -1.58844  -1.31565  2.15350
C  -0.90240  -1.51334  3.83054
C  0.60043  -1.27729  3.94711
S  0.87090  0.33125  3.17592
H  3.11241  0.82683  3.86755
H  3.09760  -0.46558  2.66300
H  3.88003  1.70362  1.62487
H  2.42357  2.50716  2.20567
H  3.96764  0.07796  -0.25963
H  2.70114  -0.08374  -1.46578
H  2.87748  -1.68227  1.15318
H  2.99758  -2.28736  -0.50273
H  0.95502  -3.17467  1.86735
H  0.41908  -3.98685  0.39402
H  -1.48559  -3.70348  2.05726
H  -1.78831  -2.95672  0.49599
H  -1.18832  -2.49831  4.19873
H  -1.43983  -0.77121  4.42282
H  1.19002  -2.04883  3.45772
H  0.88583  -1.23330  4.99838
S  -3.55128  3.67018  -0.57747
Sb  -3.04856  1.90670  0.79115
S  -0.88027  2.32000  1.74331
S  -1.57116  0.37611  -0.76920
S  -0.45364  1.71190  -1.89534
C  -1.36942  1.68556  -3.40568
N  -2.62128  2.16555  -3.38449
C  -3.39719  2.22277  -4.46605
C  -2.91741  1.79995  -5.68735
C  -1.61765  1.31838  -5.75254
C  -0.83797  1.24989  -4.60672
H  -3.00170  2.60351  -2.45813
H  -4.38730  2.62880  -4.30772
H  -3.54532  1.85382  -6.56374
H  -1.21368  0.98400  -6.69890
H  0.16727  0.85613  -4.62703

# C13H21NO2

A cluster of 3 separate species, C13H21NO2 in total (ωB97M-V with the def2-TZVPD basis set, OMol25).

E_tot in hartree: -713.12360
Lowest unoccupied orbital energy in eV: 0.775
SMILES: c1ccncc1.C1CCOC1.C1CCOC1
Energy above the lowest of the compared OMol25 structures with the same formula, charge and spin in eV: 2.250
HOMO-LUMO gap in eV: 10.4

Geometry (Å):
C  -3.11104  7.44166  0.28897
C  -3.42686  7.39598  1.64723
C  -4.57279  6.70104  2.01664
N  -5.41031  6.13677  1.14504
C  -5.10099  6.21058  -0.14115
C  -3.97228  6.87003  -0.62232
H  -2.14159  7.86484  0.05495
H  -2.77906  7.69653  2.45875
H  -4.82063  6.54250  3.05972
H  -5.77890  5.73968  -0.84366
H  -3.75827  6.82963  -1.68183
C  -4.99987  1.58926  -0.69355
C  -4.44548  2.65550  -1.65642
C  -3.18917  2.00563  -2.28545
O  -3.15344  0.65977  -1.82307
C  -3.82275  0.61432  -0.56511
H  -5.83786  1.02544  -1.09338
H  -5.22446  2.07599  0.25234
H  -4.20490  3.60763  -1.18607
H  -5.14278  2.88484  -2.46380
H  -2.23156  2.47068  -2.01895
H  -3.28582  1.97812  -3.37395
H  -3.15676  0.91632  0.24941
H  -4.13344  -0.42060  -0.43752
C  -4.51762  7.79129  6.08728
C  -5.17704  8.94126  6.76992
C  -3.99730  9.79548  7.21361
O  -3.00483  9.56087  6.19584
C  -3.43494  8.56377  5.29164
H  -5.20458  7.26874  5.41307
H  -4.10040  7.03646  6.75205
H  -5.84464  8.68132  7.60027
H  -5.83858  9.49662  6.09676
H  -3.57494  9.34895  8.12001
H  -4.25575  10.83502  7.39886
H  -2.58889  7.88025  5.15034
H  -3.76504  8.90830  4.30776

# C13H21NO6

A structure of composition C13H21NO6 (ωB97M-V with the def2-TZVPD basis set, OMol25).

E_tot in hartree: -1013.73949
Lowest unoccupied orbital energy in eV: 0.650
Energy above the lowest of the compared OMol25 structures with the same formula, charge and spin in eV: 11.649
HOMO-LUMO gap in eV: 8.6

Geometry (Å):
O  -4.85948  -0.63711  -0.28669
C  -3.78013  -1.10179  0.15115
O  -3.74036  -1.32524  1.42559
H  -4.68799  -1.22465  1.84872
C  -2.59571  -1.56313  -0.68384
H  -2.76210  -1.22066  -1.53608
C  -1.58493  -0.69930  0.30130
N  -1.95909  0.82029  0.20665
C  -2.04222  1.65939  -0.95585
H  -2.14297  0.95684  -1.73376
C  -0.73203  2.62092  -1.03953
O  0.27272  1.92120  -0.43163
C  0.18825  1.70983  0.95389
C  -1.26876  1.59509  1.45052
H  -1.33074  0.87519  2.18541
H  -1.95607  2.37560  1.71958
H  0.42530  2.74599  1.47857
H  0.85058  1.14256  1.58026
H  -0.68609  3.57580  -0.80473
H  -0.38561  2.44556  -1.98363
H  -2.87556  2.32312  -0.83503
C  -0.33873  -0.62670  -0.55096
O  -0.17212  -0.47620  -1.84568
O  0.73036  -1.05937  0.24053
C  2.06755  -1.10690  -0.78243
H  2.59753  -2.13164  -0.07486
H  1.94385  -1.63216  -1.61516
C  2.98420  0.12936  -0.35085
H  2.29716  0.80782  -0.52626
O  3.29047  0.11054  1.11882
C  4.46707  -0.43189  1.30508
H  5.04077  0.10823  1.82931
C  5.16348  -0.88104  0.04652
H  5.05380  -2.12393  -0.16423
H  6.14678  -0.69381  0.01372
C  4.34559  0.03534  -0.97926
H  4.74679  0.83177  -1.35984
H  4.23402  -0.67139  -1.70008
H  4.21273  -1.38584  1.97636
H  -1.40911  -0.85846  1.22158
H  -2.31913  -2.52643  -0.27511

# C13H22BBrCl2F4N5ORu

A structure of composition C13H22BBrCl2F4N5ORu (ωB97M-V with the def2-TZVPD basis set, OMol25).

E_tot in hartree: -4870.21440
Lowest unoccupied orbital energy (alpha / beta) in eV: -10.447 / -14.685
Spin multiplicity: 5
<S²>: 6.04
Energy above the lowest of the compared OMol25 structures with the same formula, charge and spin in eV: 0.015
Charge: +3
HOMO-LUMO gap (alpha / beta) in eV: 8.5 / 4.2

Geometry (Å):
Ru  -0.21643  -0.51917  0.85182
Cl  -1.24563  -2.56144  -0.16989
C  0.23391  -3.23560  -1.03561
Cl  1.63764  -2.26173  -0.65605
H  0.00070  -3.18450  -2.09309
H  0.34823  -4.24957  -0.67054
Br  1.06575  -3.72528  6.60006
C  0.71494  -2.87695  5.03019
C  -0.61358  -2.78928  4.55727
C  -0.81609  -2.13127  3.36738
N  0.20411  -1.58826  2.66149
C  1.46672  -1.66744  3.10953
C  1.77688  -2.30716  4.29895
H  -1.44401  -3.21366  5.10579
H  -1.81381  -2.01581  2.96350
H  2.24039  -1.20291  2.51169
H  2.80251  -2.36055  4.64112
F  3.96576  -0.30840  1.88200
B  3.99348  0.92864  1.37134
F  4.14983  1.06586  0.07922
F  3.80409  1.94574  2.16914
F  1.29493  0.51978  1.13590
C  -2.85233  2.24828  3.31839
C  -1.56913  1.55612  2.94879
O  -1.81099  0.59757  1.84073
H  -2.65638  2.94347  4.13522
H  -3.61337  1.54165  3.64675
H  -3.23991  2.83641  2.48437
H  -1.17678  0.94607  3.76127
H  -0.79693  2.24960  2.61729
H  -2.45833  0.98037  1.22544
C  -0.91656  1.04754  -5.52575
C  0.43903  1.35698  -4.89938
C  1.22049  0.08637  -4.58069
C  0.32153  2.27156  -3.68003
N  -0.40292  1.61287  -2.56323
C  -1.72740  1.49111  -2.34550
N  -1.91958  0.79155  -1.25072
N  -0.67771  0.50669  -0.84433
N  0.24455  0.97247  -1.61799
H  -0.78195  0.51238  -6.46428
H  -1.48274  1.95431  -5.74583
H  -1.52297  0.39898  -4.88474
H  1.01987  1.95108  -5.61040
H  0.65268  -0.56441  -3.90570
H  2.18757  0.30146  -4.12401
H  1.39908  -0.48107  -5.49258
H  -0.23015  3.18317  -3.90503
H  1.29626  2.53478  -3.27477
H  -2.49524  1.91159  -2.97449